Entry 1:
Entry from the OMol25 dataset: a 10-piece molecular cluster, C47H57BrF11N4O33PS overall at a distorted geometry (wB97M-V/def2-TZVPD).

```
155
Properties=species:S:1:pos:R:3:mulliken_charge:R:1
C 0.292 -0.751 6.988 -1.224
C 0.193 -1.621 5.587 0.621
C -0.287 -0.615 4.387 -0.308
C 1.524 -2.518 5.260 -0.212
C 2.727 -1.715 4.476 0.768
C 4.139 -2.207 5.169 -1.014
C 2.729 -1.963 2.828 -0.077
O 3.782 -1.177 2.129 -0.400
C 3.221 0.086 1.581 -0.248
C 2.209 -0.065 0.305 0.405
C 1.496 1.251 -0.347 -0.095
C 1.794 2.734 0.299 0.455
C 0.985 3.996 -0.372 -0.962
C -0.150 4.658 0.664 0.705
C -0.669 6.121 0.125 -0.814
F -1.326 3.713 0.576 -0.392
C 2.841 2.959 1.563 -0.206
P 3.262 4.615 2.400 0.632
O 1.997 4.805 3.639 -0.590
Br 3.048 6.439 1.094 -0.193
C 3.576 1.599 2.205 0.168
S 4.803 1.597 3.617 1.342
O 5.907 0.473 3.508 -0.548
O 4.107 1.453 5.025 -0.584
F 5.744 3.061 3.754 -0.305
C 0.572 0.734 -1.587 0.459
O -0.119 1.343 -2.550 -0.647
N 0.636 -0.778 -1.561 0.333
C -0.701 -1.476 -1.659 -0.353
C -1.443 -1.711 -0.192 0.115
N -2.937 -1.842 -0.446 -0.220
N -0.955 -2.987 0.481 -0.189
N -1.255 -0.561 0.776 -0.264
C 1.644 -1.337 -0.551 0.068
O 1.922 -2.642 -0.544 -0.582
H 0.503 0.397 6.807 0.263
H -0.798 -0.799 7.472 0.358
H 1.013 -1.229 7.794 0.270
H -0.701 -2.395 5.748 0.044
H 0.551 0.062 3.932 -0.011
H -1.078 0.132 4.878 0.445
H -0.868 -1.250 3.594 -0.330
H 1.309 -3.499 4.654 0.105
H 1.980 -2.827 6.320 -0.004
H 2.516 -0.573 4.625 -0.225
H 4.270 -3.372 4.969 0.068
H 5.090 -1.637 4.799 0.221
H 4.096 -2.039 6.348 0.312
H 2.879 -3.131 2.630 0.241
H 1.640 -1.721 2.474 -0.186
H 1.664 4.805 -0.882 0.315
H 0.313 3.563 -1.261 0.412
H 0.183 4.632 1.784 0.145
H -1.841 6.130 0.142 0.287
H -0.166 6.932 0.818 0.187
H -0.304 6.219 -0.990 0.121
H 1.809 3.848 3.886 0.367
H -1.480 -0.904 -2.358 0.326
H -0.494 -2.504 -2.231 -0.507
H -3.230 -1.029 -1.044 0.269
H -3.372 -1.719 0.513 0.281
H -1.141 -2.952 1.525 0.005
H -1.414 -3.841 0.084 0.225
H -1.777 -0.701 1.675 0.302
H -1.527 0.329 0.295 0.209
O -2.294 -2.947 3.236 -0.549
C -2.444 -4.108 3.580 0.817
O -2.981 -4.489 4.779 -0.407
C -3.101 -5.896 4.734 -0.453
C -2.084 -6.275 3.713 0.287
F -2.469 -7.379 3.035 -0.301
O -2.089 -5.183 2.822 -0.263
H -4.121 -6.164 4.437 0.291
H -2.894 -6.339 5.712 0.304
H -1.075 -6.416 4.115 0.152
O -6.849 -6.092 2.177 -0.579
C -5.977 -5.814 1.370 0.593
O -5.430 -4.568 1.231 -0.323
C -4.377 -4.697 0.297 0.808
C -4.768 -5.916 -0.466 0.455
F -3.676 -6.592 -0.889 -0.300
O -5.434 -6.705 0.494 -0.329
H -3.429 -4.818 0.832 -0.512
H -4.309 -3.811 -0.341 -0.188
H -5.437 -5.722 -1.311 0.322
O 9.007 4.443 -1.616 -0.537
C 8.111 4.651 -0.815 0.523
O 8.056 5.741 0.009 -0.323
C 6.812 5.676 0.676 -0.338
C 6.479 4.225 0.599 0.339
F 5.142 4.039 0.532 -0.022
O 7.046 3.822 -0.627 -0.301
H 6.085 6.305 0.151 0.244
H 6.900 6.028 1.707 0.293
H 6.899 3.625 1.414 0.252
O -1.917 9.484 -0.381 -0.536
C -0.921 9.668 -1.061 0.605
O -0.847 10.574 -2.083 -0.297
C 0.497 10.573 -2.521 -0.471
C 0.980 9.233 -2.081 0.269
F 2.295 9.272 -1.770 -0.308
O 0.251 8.992 -0.899 -0.190
H 1.036 11.396 -2.039 0.279
H 0.557 10.701 -3.605 0.302
H 0.790 8.429 -2.801 0.316
O -5.549 -3.236 -3.123 -0.601
C -4.677 -2.959 -3.930 0.678
O -4.130 -1.712 -4.069 -0.311
C -3.077 -1.841 -5.003 -0.016
C -3.468 -3.060 -5.766 0.153
F -2.376 -3.736 -6.189 -0.303
O -4.134 -3.849 -4.806 -0.264
H -2.129 -1.962 -4.468 0.020
H -3.009 -0.956 -5.641 0.334
H -4.137 -2.866 -6.611 0.401
O -0.843 -4.369 -3.440 -0.464
C -0.203 -5.041 -4.233 0.509
O 0.789 -4.545 -5.033 -0.296
C 1.360 -5.656 -5.696 -0.446
C 0.260 -6.660 -5.649 0.319
F 0.756 -7.916 -5.580 -0.300
O -0.396 -6.375 -4.435 -0.288
H 2.254 -5.982 -5.154 0.288
H 1.644 -5.398 -6.719 0.278
H -0.452 -6.586 -6.479 0.250
O -4.112 -3.018 -8.421 -0.603
C -3.240 -2.740 -9.227 0.635
O -2.693 -1.494 -9.367 -0.294
C -1.640 -1.622 -10.301 -0.402
C -2.031 -2.842 -11.064 0.300
F -0.939 -3.517 -11.487 -0.288
O -2.697 -3.631 -10.104 -0.261
H -0.692 -1.743 -9.766 0.283
H -1.572 -0.737 -10.939 0.264
H -2.700 -2.648 -11.909 0.298
O -3.153 10.502 -4.828 -0.572
C -3.798 10.766 -3.827 0.720
O -4.105 9.858 -2.850 -0.283
C -4.739 10.584 -1.816 -0.335
C -5.262 11.780 -2.534 0.304
F -5.275 12.862 -1.723 -0.296
O -4.309 11.998 -3.549 -0.300
H -4.002 10.839 -1.047 0.205
H -5.536 9.994 -1.355 0.282
H -6.251 11.638 -2.982 0.293
O 1.217 -5.402 6.510 -0.515
C 2.358 -5.827 6.572 0.661
O 2.776 -6.992 5.991 -0.302
C 4.176 -7.054 6.181 -0.449
C 4.379 -6.178 7.370 0.280
F 5.580 -5.561 7.313 -0.284
O 3.371 -5.202 7.236 -0.224
H 4.681 -6.678 5.285 0.286
H 4.501 -8.082 6.361 0.278
H 4.269 -6.693 8.330 0.285
```

As for the SMILES: CC(C)C[C@@H](C)COc1c2c(c(C[C@@H](C)F)c(P(O)Br)c1S(=O)(=O)F)C(=O)N(CC(N)(N)N)C2=O.O=C1OC[C@@H](F)O1.O=C1OC[C@@H](F)O1.O=C1OC[C@@H](F)O1.O=C1OC[C@@H](F)O1.O=C1OC[C@@H](F)O1.O=C1OC[C@@H](F)O1.O=C1OC[C@@H](F)O1.O=C1OC[C@@H](F)O1.O=C1OC[C@@H](F)O1. Its HOMO energy is -8.83 eV. The energy comes out at -243233.96249 eV. The strongest force on any atom comes out at 8.84 eV/Å. The orbital gap is 6.33 eV. As for the molecular weight: 1557.891 g/mol.

***

Entry 2:
Entry from the OMol25 dataset: the molecule C4H6N2O at a distorted geometry (wB97M-V/def2-TZVPD).

```
13
Properties=species:S:1:pos:R:3:nbo_charge:R:1
N 1.560 -1.634 0.288 -0.805
C 0.709 -0.533 0.126 0.068
C 0.763 0.608 0.867 -0.114
N -0.318 1.414 0.573 -0.570
C -1.004 0.769 -0.620 0.380
O -2.335 0.727 -1.020 -0.694
C -0.340 -0.421 -0.795 -0.328
H 1.741 -1.770 1.275 0.367
H 1.123 -2.469 -0.079 0.366
H 1.610 0.899 1.484 0.206
H -0.209 2.328 1.037 0.419
H -2.645 1.377 -1.663 0.485
H -0.653 -1.214 -1.467 0.220
```

As for the SMILES: Nc1c[nH]c(O)c1. Its HOMO energy is -7.28 eV. The energy comes out at -9271.18870 eV. Its energy above the lowest of the compared OMol25 structures with the same formula, charge and spin is 2.3131 eV. The strongest force on any atom comes out at 1.81 eV/Å. The orbital gap is 8.15 eV. As for the molecular weight: 98.105 g/mol.

***

Entry 3:
Entry from the OMol25 dataset: C31H22BrF12N4O3Re as an isolated structure (wB97M-V/def2-TZVPD).

```
74
Properties=species:S:1:pos:R:3:mulliken_charge:R:1
Re 0.249 0.377 0.450 1.773
C 1.917 -6.534 1.319 -1.480
C 1.607 -5.202 0.762 0.422
C 2.193 -4.730 -0.415 -1.282
C 1.867 -3.489 -0.900 0.128
C 0.936 -2.635 -0.232 -0.232
N 0.652 -1.418 -0.794 0.159
C 0.460 -1.405 -2.129 0.737
C -0.041 -2.612 -2.759 -0.182
C -0.150 -2.742 -4.110 -1.057
C 0.232 -1.685 -4.950 0.293
C 0.176 -1.798 -6.413 -1.559
C 0.603 -0.437 -4.339 -0.638
C 0.658 -0.256 -2.993 -0.724
C 1.017 1.113 -2.449 1.033
O 0.687 1.195 -1.072 -0.520
C 2.561 1.345 -2.504 0.713
F 2.991 1.342 -3.740 -0.199
F 3.131 0.327 -1.823 -0.205
F 2.890 2.477 -1.895 -0.221
C 0.178 2.279 -3.082 0.651
F 0.392 3.388 -2.390 -0.189
F -1.110 1.940 -2.964 -0.229
F 0.483 2.469 -4.344 -0.183
C 0.387 -3.086 1.018 -0.331
C 0.697 -4.344 1.453 -0.601
C -0.664 -2.265 1.745 0.591
O -0.404 -0.878 1.529 0.040
C -2.089 -2.522 1.148 0.643
F -2.003 -2.308 -0.189 -0.150
F -2.967 -1.666 1.633 -0.196
F -2.454 -3.759 1.369 -0.207
C -0.628 -2.380 3.307 0.558
F 0.636 -2.133 3.686 -0.207
F -1.415 -1.451 3.825 -0.190
F -0.998 -3.567 3.726 -0.179
H 2.659 -7.074 0.738 0.423
H 1.001 -7.137 1.371 0.389
H 2.246 -6.451 2.361 0.387
H 2.933 -5.332 -0.927 0.465
H 2.407 -3.091 -1.750 0.739
H -0.431 -3.389 -2.114 0.656
H -0.564 -3.648 -4.536 0.557
H 0.421 -2.808 -6.747 0.441
H 0.784 -1.051 -6.919 0.457
H -0.863 -1.638 -6.747 0.380
H 0.836 0.380 -5.008 0.672
H 0.229 -4.744 2.342 0.856
Br -3.855 4.259 0.824 -0.036
C -2.395 3.467 1.650 -0.626
C -2.005 3.817 2.946 0.010
C -0.916 3.176 3.529 -1.033
C -0.226 2.223 2.819 -0.015
N -0.589 1.892 1.552 0.207
C -1.669 2.501 0.987 0.005
H -2.553 4.575 3.493 0.525
H -0.607 3.416 4.538 0.527
H 0.609 1.693 3.256 0.557
H -1.944 2.209 -0.023 0.558
N 4.426 4.598 1.523 -0.292
C 4.066 3.696 2.448 0.082
O 3.950 3.870 3.635 -0.505
C 3.708 2.290 1.978 -0.186
C 4.522 1.223 2.363 -0.352
C 4.105 -0.082 2.129 -1.215
C 2.867 -0.298 1.570 -0.164
N 2.066 0.740 1.227 0.070
C 2.489 2.023 1.402 -0.120
H 4.717 5.514 1.838 0.291
H 4.604 4.356 0.564 0.198
H 5.468 1.418 2.858 0.563
H 4.718 -0.926 2.413 0.571
H 2.480 -1.298 1.438 0.412
H 1.821 2.817 1.097 0.768
```

Its HOMO energy (spin up / spin down) is -19.65 / -19.65 eV. The energy comes out at -149348.56536 eV. Its energy above the lowest of the compared OMol25 structures with the same formula, charge and spin is 0.4541 eV. The strongest force on any atom comes out at 0.68 eV/Å. The charge is +4. The orbital gap (spin up / spin down) is 4.77 / 4.77 eV. As for the molecular weight: 992.629 g/mol.